{
  "formula": "C28H35N5O3ReS2",
  "method": "wB97M-V/def2-TZVPD",
  "symbols": ["Re", "C", "C", "N", "C", "C", "N", "C", "C", "N", "C", "C", "N", "C", "C", "C", "C", "C", "C", "C", "N", "H", "H", "H", "H", "H", "H", "H", "H", "H", "H", "H", "H", "H", "H", "H", "H", "H", "H", "H", "H", "H", "H", "H", "C", "C", "C", "C", "C", "C", "C", "S", "O", "O", "O", "H", "H", "H", "H", "H", "H", "H", "S", "C", "C", "C", "C", "C", "C", "H", "H", "H", "H", "H"],
  "xyz": [[0.0713, -0.0590, -0.1980], [0.5108, 4.2832, 0.5317], [0.1171, 2.9321, 0.0427], [0.9702, 2.0285, -0.2975], [2.3878, 2.2709, -0.1995], [3.1372, 1.1439, -0.9083], [2.7606, -0.0987, -0.2659], [3.2331, -1.3386, -0.8405], [2.3630, -2.5315, -0.3711], [1.1277, -2.0835, 0.2834], [0.0893, -3.1294, 0.4157], [-1.2191, -2.7608, -0.3149], [-1.4829, -1.3508, -0.1695], [-2.6557, -0.8331, 0.0276], [-3.8928, -1.6476, 0.1813], [-2.6721, 0.6304, 0.1026], [-3.7697, 1.4224, 0.4427], [-3.6239, 2.7984, 0.5047], [-2.3752, 3.3680, 0.2994], [-1.2958, 2.5295, 0.0337], [-1.4712, 1.2055, -0.1263], [1.2993, 4.1880, 1.2792], [-0.3212, 4.8156, 0.9812], [0.9068, 4.8790, -0.2940], [2.6499, 2.2581, 0.8672], [2.6523, 3.2484, -0.6148], [4.2182, 1.3326, -0.8754], [2.8213, 1.0965, -1.9534], [2.9272, -0.0436, 0.7337], [4.2838, -1.5273, -0.5914], [3.1543, -1.2487, -1.9241], [2.9349, -3.1691, 0.3119], [2.0918, -3.1271, -1.2443], [1.3528, -1.7610, 1.2250], [-0.1514, -3.2550, 1.4715], [0.4534, -4.0744, 0.0118], [-2.0329, -3.3760, 0.0734], [-1.1029, -2.9630, -1.3879], [-3.9512, -2.4165, -0.5875], [-4.7960, -1.0509, 0.1199], [-3.8646, -2.1413, 1.1544], [-4.7199, 0.9725, 0.6783], [-4.4714, 3.4247, 0.7395], [-2.2539, 4.4382, 0.3640], [1.0313, 0.0430, 8.5491], [0.7457, 0.0448, 7.0904], [-0.3227, -0.6834, 6.5581], [-0.5941, -0.6340, 5.2039], [0.2102, 0.1287, 4.3767], [1.2880, 0.8401, 4.8708], [1.5596, 0.7847, 6.2241], [-0.2390, 0.1662, 2.6644], [-0.7306, -1.1561, 2.3006], [-1.1952, 1.2326, 2.4601], [1.0139, 0.4251, 1.8846], [0.3053, -0.5496, 9.0966], [1.0312, 1.0596, 8.9443], [2.0279, -0.3579, 8.7362], [-0.9329, -1.2924, 7.2073], [-1.4017, -1.1888, 4.7523], [1.9097, 1.4051, 4.1934], [2.4114, 1.3123, 6.6254], [0.3712, -0.9395, -2.4368], [0.3734, -0.0595, -3.9652], [1.4529, -0.3003, -4.8164], [1.4001, 0.1250, -6.1294], [0.2702, 0.7770, -6.6030], [-0.8021, 1.0128, -5.7547], [-0.7578, 0.6056, -4.4335], [2.3099, -0.8466, -4.4529], [2.2321, -0.0670, -6.7878], [0.2240, 1.0901, -7.6337], [-1.6887, 1.4969, -6.1346], [-1.6063, 0.7532, -3.7826]],
  "lowdin_spin": [0.649, -0.001, -0.005, 0.006, 0.000, -0.002, -0.040, 0.001, 0.000, -0.011, -0.001, -0.004, -0.025, 0.058, 0.009, 0.011, 0.008, 0.017, 0.003, 0.015, -0.001, 0.000, 0.000, 0.000, 0.000, 0.000, -0.001, 0.000, 0.000, -0.001, 0.002, -0.001, 0.000, 0.000, 0.000, 0.000, -0.001, 0.001, 0.002, 0.000, 0.004, 0.000, 0.001, 0.000, 0.000, 0.000, 0.000, 0.001, 0.000, 0.000, 0.000, 0.008, 0.031, 0.004, 0.008, 0.000, 0.000, 0.000, 0.000, 0.000, 0.000, 0.000, 0.189, 0.017, 0.015, -0.001, 0.019, -0.002, 0.017, 0.001, 0.000, 0.001, 0.000, 0.000],
  "molar_mass_g_mol": 739.96,
  "e_above_lowest_kcal_mol": 52.15,
  "homo_energy_ev": [-13.26, -13.48],
  "total_charge": 2,
  "lumo_ev": [-7.2218, -7.7016],
  "homo_lumo_gap_ev": [6.0, 5.8],
  "spin_multiplicity": 2
}